{
  "formula": "C56H55AsGe2IrN3O6S5",
  "method": "ωB97M-V with the def2-TZVPD basis set",
  "elements": ["Ir", "C", "C", "C", "C", "C", "C", "C", "C", "C", "C", "C", "C", "C", "C", "C", "Ge", "S", "S", "Ge", "S", "S", "C", "C", "C", "C", "C", "C", "C", "C", "C", "C", "C", "C", "C", "C", "C", "C", "C", "C", "C", "C", "C", "C", "C", "C", "C", "C", "C", "C", "C", "C", "C", "C", "C", "H", "H", "H", "H", "H", "H", "H", "H", "H", "H", "H", "H", "H", "H", "H", "H", "H", "H", "H", "H", "H", "H", "H", "H", "H", "H", "H", "H", "H", "H", "H", "H", "H", "H", "H", "H", "H", "H", "H", "H", "H", "H", "H", "H", "H", "H", "H", "H", "H", "H", "O", "As", "O", "O", "C", "C", "C", "C", "C", "C", "S", "O", "O", "O", "H", "H", "H", "H", "H", "N", "C", "N", "C", "N"],
  "xyz": [[-0.7696, 2.0513, 1.8147], [4.3783, 3.9532, -3.7992], [3.1168, 3.1693, -4.0329], [1.8731, 3.7411, -3.8046], [0.6996, 3.0152, -3.9534], [-0.6285, 3.6834, -3.7341], [0.7787, 1.6668, -4.3168], [2.0159, 1.0860, -4.5992], [2.1549, -0.3535, -5.0147], [3.1665, 1.8502, -4.4527], [-0.4826, 0.8846, -4.4622], [-1.0081, 0.7768, -5.7462], [-2.1997, 0.1138, -5.9671], [-2.8637, -0.4428, -4.8921], [-2.3550, -0.3522, -3.5966], [-1.1456, 0.3213, -3.3625], [-0.3444, 0.4809, -1.5406], [-0.8193, 2.3780, -0.5571], [1.9054, 0.1511, -1.5380], [1.3108, -0.6991, 0.4796], [1.3098, 0.9604, 1.8930], [-0.6825, -1.3500, -0.2783], [2.3773, -2.2531, 1.0847], [3.6569, -2.5245, 0.5949], [4.3469, -3.6566, 1.0281], [3.7873, -4.5180, 1.9519], [2.5358, -4.2324, 2.4689], [1.8307, -3.1054, 2.0576], [0.5326, -2.8381, 2.7459], [-0.6508, -3.4300, 2.3093], [-0.7109, -4.3171, 1.0937], [-1.8253, -3.1865, 3.0153], [-1.8468, -2.3734, 4.1377], [-3.1129, -2.0930, 4.8962], [-0.6552, -1.8027, 4.5646], [0.5349, -2.0321, 3.8950], [1.8013, -1.4554, 4.4674], [4.3971, -1.6516, -0.3642], [5.1013, -0.5480, 0.1145], [4.9958, -0.1275, 1.5536], [5.9060, 0.1703, -0.7638], [6.0277, -0.1856, -2.0969], [6.9708, 0.5524, -3.0072], [5.2831, -1.2629, -2.5626], [4.4653, -1.9978, -1.7169], [3.6213, -3.1188, -2.2539], [-3.1639, -1.0404, -2.5531], [-4.1089, -0.3441, -1.8086], [-4.3055, 1.1416, -1.9324], [-4.9109, -1.0482, -0.9163], [-4.7768, -2.4096, -0.7305], [-5.6087, -3.1323, 0.2893], [-3.8274, -3.0898, -1.4884], [-3.0266, -2.4296, -2.4036], [-1.9994, -3.1938, -3.1936], [4.1861, 5.0255, -3.8308], [5.1376, 3.7168, -4.5454], [4.7944, 3.7191, -2.8181], [1.8113, 4.7784, -3.4956], [-0.5096, 4.7666, -3.7229], [-1.0647, 3.3867, -2.7766], [-1.3402, 3.4169, -4.5159], [1.1919, -0.8210, -5.2076], [2.6395, -0.9128, -4.2156], [2.7681, -0.4362, -5.9149], [4.1252, 1.3833, -4.6444], [-0.4674, 1.2281, -6.5697], [-2.6068, 0.0306, -6.9674], [-3.8014, -0.9654, -5.0404], [5.3375, -3.8446, 0.6310], [4.3319, -5.3933, 2.2845], [2.0915, -4.8737, 3.2202], [0.2562, -4.4094, 0.6027], [-1.4137, -3.9087, 0.3658], [-1.0528, -5.3179, 1.3686], [-2.7485, -3.6278, 2.6560], [-3.9765, -2.5565, 4.4202], [-3.2900, -1.0201, 4.9604], [-3.0407, -2.4719, 5.9180], [-0.6574, -1.1460, 5.4282], [1.5876, -0.4995, 4.9429], [2.5629, -1.2900, 3.7092], [2.2145, -2.1345, 5.2200], [5.1078, -0.9785, 2.2264], [4.0216, 0.3223, 1.7611], [5.7579, 0.6126, 1.7934], [6.4558, 1.0260, -0.3885], [7.2205, 1.5319, -2.6014], [6.5411, 0.6961, -3.9980], [7.9033, -0.0038, -3.1327], [5.3357, -1.5351, -3.6114], [3.8249, -3.2848, -3.3115], [2.5640, -2.8676, -2.1413], [3.7935, -4.0503, -1.7129], [-3.7867, 1.5549, -2.7961], [-3.9146, 1.6465, -1.0469], [-5.3682, 1.3752, -2.0145], [-5.6554, -0.5065, -0.3530], [-6.5071, -2.5679, 0.5379], [-5.0404, -3.2640, 1.2105], [-5.9012, -4.1218, -0.0678], [-3.7060, -4.1596, -1.3552], [-2.0582, -4.2572, -2.9622], [-0.9945, -2.8469, -2.9461], [-2.1365, -3.0637, -4.2685], [0.6983, 3.4281, 5.3769], [-0.7620, 2.4483, 5.2701], [-0.9171, 1.6104, 6.6602], [-0.7259, 1.5382, 3.8660], [-2.2257, 3.7173, 5.1439], [-3.1317, 3.6530, 6.1997], [-4.2752, 4.4334, 6.1990], [-4.5243, 5.2946, 5.1416], [-3.6292, 5.3729, 4.0898], [-2.4849, 4.5838, 4.0930], [-1.5250, 4.6815, 2.5954], [-0.1691, 4.1128, 2.8223], [-1.5181, 6.0638, 2.2090], [-2.2349, 3.7562, 1.6736], [0.8458, 3.7936, 4.4952], [-2.9169, 2.9606, 7.0048], [-4.9833, 4.3569, 7.0148], [-5.4261, 5.8927, 5.1248], [-3.8073, 6.0360, 3.2555], [-6.5517, 1.7967, 2.6218], [-5.4723, 1.4009, 2.7642], [-4.3096, 0.8753, 3.0345], [-3.2638, 0.8599, 2.3230], [-2.2663, 0.7007, 1.7217]],
  "atomic_forces_ev_per_a": [[0.316, -0.301, -0.256], [-0.004, -0.007, -0.008], [-0.008, 0.018, -0.002], [0.034, -0.002, -0.007], [-0.010, 0.058, 0.062], [-0.046, 0.016, 0.009], [0.010, -0.020, -0.028], [0.032, 0.042, -0.026], [-0.044, 0.005, -0.020], [-0.036, -0.001, -0.002], [0.018, 0.146, -0.013], [0.029, -0.017, -0.002], [0.003, 0.002, -0.068], [-0.050, -0.009, 0.020], [0.093, -0.021, -0.201], [0.014, -0.056, 0.077], [0.111, 0.034, 0.031], [-0.116, -0.050, 0.389], [-0.048, -0.102, -0.013], [0.172, 0.042, -0.222], [-0.569, -0.250, 0.250], [-0.251, 0.164, 0.019], [-0.063, 0.165, 0.032], [0.068, -0.079, -0.074], [0.007, -0.030, -0.007], [0.001, -0.006, 0.018], [0.016, 0.001, 0.004], [0.058, -0.133, 0.069], [0.025, 0.115, -0.011], [-0.058, 0.027, -0.014], [-0.022, -0.065, -0.015], [0.006, 0.058, 0.040], [-0.036, -0.022, -0.041], [-0.023, -0.011, 0.002], [0.038, 0.004, -0.007], [-0.018, 0.020, 0.036], [-0.012, 0.056, -0.020], [-0.022, 0.012, -0.010], [0.007, 0.013, 0.023], [-0.017, 0.011, 0.017], [0.013, 0.006, -0.017], [-0.011, -0.003, 0.004], [-0.006, 0.007, -0.007], [-0.010, 0.028, 0.013], [0.014, -0.020, -0.025], [0.016, -0.022, -0.004], [0.133, -0.062, 0.104], [-0.038, 0.085, -0.021], [0.065, 0.030, 0.005], [0.036, -0.062, 0.038], [0.025, -0.006, -0.028], [-0.018, -0.046, 0.005], [-0.038, 0.010, 0.039], [0.033, 0.008, 0.044], [-0.001, -0.013, -0.005], [0.005, 0.028, 0.002], [0.035, -0.014, -0.027], [0.017, -0.012, 0.054], [-0.006, 0.034, 0.013], [-0.009, 0.020, 0.022], [0.010, 0.064, -0.103], [-0.022, 0.003, -0.064], [-0.007, -0.014, -0.014], [0.064, -0.079, 0.086], [0.016, -0.012, -0.013], [0.117, -0.032, -0.006], [0.025, 0.016, -0.012], [-0.017, 0.010, -0.018], [-0.019, -0.019, 0.007], [0.033, 0.000, -0.014], [0.008, -0.026, 0.001], [-0.017, -0.018, 0.017], [0.007, 0.003, -0.021], [-0.023, -0.042, 0.000], [0.006, -0.051, 0.007], [-0.072, -0.027, -0.012], [-0.036, 0.001, -0.039], [-0.033, 0.062, -0.033], [-0.004, -0.012, 0.024], [-0.001, 0.057, -0.006], [0.001, 0.021, 0.020], [0.028, 0.020, -0.030], [0.027, -0.003, 0.005], [0.005, -0.016, 0.027], [-0.009, 0.015, 0.015], [0.020, 0.025, 0.018], [0.024, 0.040, 0.015], [0.006, 0.044, 0.008], [-0.047, 0.007, -0.059], [0.017, 0.000, -0.006], [-0.002, -0.007, -0.056], [0.000, -0.006, -0.038], [-0.051, 0.018, -0.002], [0.004, -0.019, 0.001], [-0.014, 0.013, 0.001], [0.029, 0.027, 0.012], [-0.015, 0.030, 0.014], [-0.120, 0.123, 0.176], [-0.012, -0.005, -0.002], [0.024, -0.027, 0.080], [-0.012, -0.002, 0.021], [0.006, -0.047, 0.003], [0.011, -0.028, 0.006], [0.051, 0.034, 0.010], [0.004, 0.002, -0.014], [-0.011, -0.087, 0.150], [0.089, -0.144, 0.089], [-0.011, 0.011, 0.004], [-0.246, 0.146, -0.136], [0.006, -0.079, 0.026], [0.048, 0.001, 0.030], [-0.020, -0.008, 0.030], [-0.023, 0.016, -0.026], [0.000, 0.063, 0.044], [0.020, 0.032, -0.045], [0.243, 0.078, -0.118], [0.008, 0.193, -0.228], [-0.179, -0.080, -0.093], [0.023, -0.131, 0.356], [0.028, 0.110, -0.184], [-0.005, -0.004, -0.002], [0.007, 0.000, 0.014], [-0.009, 0.020, -0.004], [-0.020, 0.021, -0.022], [-0.192, 0.123, -0.026], [-0.208, 0.090, -0.310], [0.371, -0.378, 0.520], [-0.388, -0.235, -0.123], [0.599, 0.273, -0.201]],
  "lowdin_charge": [0.798, -0.055, -0.267, -0.002, -0.209, -0.050, -0.175, -0.261, -0.039, -0.029, -0.226, -0.046, -0.075, -0.044, -0.214, -0.177, 0.062, 0.201, 0.328, 0.030, 0.213, 0.347, -0.198, -0.216, -0.047, -0.074, -0.031, -0.221, -0.159, -0.248, -0.071, -0.012, -0.257, -0.047, 0.001, -0.209, -0.044, -0.181, -0.209, -0.024, -0.010, -0.274, -0.059, -0.026, -0.252, -0.038, -0.171, -0.200, -0.023, -0.004, -0.266, -0.049, -0.028, -0.251, -0.040, 0.069, 0.070, 0.080, 0.115, 0.078, -0.011, 0.079, 0.074, 0.047, 0.080, 0.108, 0.119, 0.096, 0.121, 0.118, 0.095, 0.120, 0.071, 0.032, 0.078, 0.107, 0.067, 0.070, 0.075, 0.119, 0.078, 0.053, 0.083, 0.084, 0.036, 0.076, 0.112, 0.070, 0.063, 0.074, 0.113, 0.072, 0.075, 0.076, 0.073, 0.069, 0.081, 0.118, 0.075, 0.070, 0.071, 0.111, 0.073, 0.068, 0.074, -0.254, 0.859, -0.477, -0.633, -0.221, -0.087, -0.082, -0.080, -0.065, -0.261, 0.490, -0.439, -0.286, -0.456, 0.002, 0.093, 0.097, 0.099, 0.111, 0.063, -0.418, 0.096, -0.329, -0.021],
  "homo_lumo_gap_ev": [6.64, 6.64],
  "total_energy_ha": -11267.93940,
  "de_lowest_kcal_mol": 0.0,
  "charge": -2
}